[1]
{"formula": "C3H14N2O2", "method": "wB97M-V/def2-TZVPD", "symbols": ["N", "C", "C", "N", "C", "H", "H", "H", "H", "H", "H", "H", "H", "H", "H", "H", "H", "O", "H", "H", "O"], "coordinates": [[-2.494, 0.010, 1.090], [-2.287, 0.517, -0.229], [-0.787, 0.746, -0.742], [-0.078, -0.406, -1.097], [1.294, -0.595, -0.583], [-2.079, 0.601, 1.802], [-2.041, -0.892, 1.222], [-2.961, 0.021, -0.910], [-2.684, 1.537, -0.232], [-0.878, 1.531, -1.478], [-0.323, 1.224, 0.107], [-0.047, -0.588, -2.094], [1.319, -1.369, 0.186], [2.024, -0.818, -1.362], [1.609, 0.351, -0.158], [3.722, 2.058, 0.973], [5.091, 2.486, 0.751], [4.491, 2.273, 1.480], [-0.966, -2.220, 0.097], [-1.137, -3.310, 1.033], [-0.788, -3.156, 0.142]], "orbital_gap_ev": [10.98, 5.72], "multiplicity": 2, "total_charge": 1, "lumo_energy_ev": [-3.2, -8.5], "s2": 0.76, "homo_energy_ha": [-0.5214, -0.5214], "relative_energy_kj_mol": 114.7}

[2]
{"formula": "C44H83ClN5O", "method": "wB97M-V/def2-TZVPD", "symbols": ["C", "C", "C", "C", "C", "C", "C", "C", "C", "C", "C", "C", "C", "C", "C", "C", "C", "C", "C", "N", "C", "C", "C", "Cl", "O", "C", "C", "C", "C", "C", "C", "H", "H", "H", "H", "H", "H", "H", "H", "H", "H", "H", "H", "H", "H", "H", "H", "H", "H", "H", "H", "H", "H", "H", "H", "H", "H", "H", "H", "H", "H", "H", "H", "H", "H", "H", "H", "H", "H", "H", "H", "H", "H", "H", "H", "H", "H", "H", "H", "H", "H", "H", "H", "H", "H", "H", "C", "C", "C", "C", "N", "H", "H", "H", "H", "H", "H", "H", "C", "C", "C", "C", "N", "H", "H", "H", "H", "H", "H", "H", "C", "C", "C", "C", "N", "H", "H", "H", "H", "H", "H", "H", "C", "C", "C", "C", "N", "H", "H", "H", "H", "H", "H", "H"], "coordinates": [[-3.774, -1.150, -7.275], [-2.531, -2.127, -6.961], [-1.684, -2.389, -8.283], [-0.107, -2.140, -8.076], [0.325, -0.648, -8.379], [-0.315, 0.418, -7.356], [0.102, 1.849, -7.883], [-0.541, 3.060, -7.095], [-0.150, 3.154, -5.557], [1.385, 2.920, -5.227], [2.181, 4.236, -4.821], [1.616, 4.967, -3.531], [1.417, 4.017, -2.270], [2.888, 3.542, -1.809], [2.929, 3.467, -0.212], [2.249, 2.087, 0.222], [0.823, 2.442, 0.890], [1.057, 2.765, 2.450], [-0.395, 2.830, 3.112], [-1.156, 4.122, 3.024], [-2.104, 4.052, 3.943], [-2.058, 2.703, 4.810], [-0.658, 2.008, 4.458], [-0.813, 0.292, 3.762], [0.353, 1.989, 5.427], [-0.137, 1.444, 6.682], [1.003, 0.912, 7.637], [0.327, 0.794, 9.097], [1.592, -0.512, 7.202], [2.845, -0.373, 6.206], [2.145, -1.308, 8.496], [-3.446, -0.484, -8.130], [-4.722, -1.709, -7.516], [-3.897, -0.497, -6.354], [-2.898, -3.092, -6.474], [-1.878, -1.562, -6.231], [-1.783, -3.500, -8.520], [-2.039, -1.824, -9.192], [0.243, -2.456, -7.045], [0.395, -2.838, -8.825], [1.458, -0.524, -8.352], [-0.036, -0.340, -9.416], [0.001, 0.204, -6.289], [-1.436, 0.282, -7.424], [-0.277, 1.921, -8.955], [1.229, 1.958, -7.956], [-1.672, 2.911, -7.136], [-0.365, 4.069, -7.585], [-0.388, 4.222, -5.233], [-0.836, 2.503, -4.923], [1.976, 2.396, -6.027], [1.422, 2.237, -4.314], [2.228, 4.972, -5.682], [3.253, 3.911, -4.622], [2.363, 5.765, -3.216], [0.630, 5.486, -3.732], [0.910, 4.639, -1.459], [0.733, 3.153, -2.510], [3.111, 2.536, -2.280], [3.611, 4.346, -2.122], [2.281, 4.319, 0.173], [3.961, 3.565, 0.226], [2.826, 1.527, 1.010], [1.988, 1.431, -0.669], [0.351, 3.366, 0.447], [0.172, 1.531, 0.733], [1.597, 3.766, 2.513], [1.705, 1.965, 2.911], [-0.989, 2.194, 2.377], [-0.974, 4.865, 2.344], [-2.869, 4.857, 4.112], [-2.048, 3.154, 5.860], [-2.992, 2.071, 4.809], [-0.945, 0.657, 6.512], [-0.660, 2.291, 7.242], [1.802, 1.710, 7.704], [1.090, 0.913, 9.914], [-0.447, 1.619, 9.242], [-0.262, -0.173, 9.183], [0.806, -1.179, 6.722], [3.683, 0.204, 6.716], [3.259, -1.419, 6.053], [2.569, 0.105, 5.224], [2.946, -2.054, 8.201], [1.267, -1.820, 9.005], [2.659, -0.569, 9.193], [-2.983, -2.433, -3.016], [-4.231, -3.106, -2.452], [-4.386, -4.564, -2.901], [-4.503, -4.637, -4.392], [-4.593, -4.690, -5.551], [-3.011, -2.383, -4.107], [-2.905, -1.408, -2.647], [-2.080, -2.972, -2.721], [-5.112, -2.533, -2.757], [-4.187, -3.072, -1.359], [-5.284, -4.999, -2.457], [-3.528, -5.159, -2.580], [1.136, -7.224, -3.789], [0.476, -6.561, -2.585], [-0.842, -5.866, -2.937], [-0.601, -4.792, -3.947], [-0.405, -3.964, -4.737], [1.405, -6.492, -4.554], [2.055, -7.730, -3.488], [0.472, -7.966, -4.242], [1.172, -5.837, -2.153], [0.285, -7.320, -1.821], [-1.282, -5.419, -2.042], [-1.558, -6.585, -3.344], [4.434, -2.015, 11.590], [5.703, -2.839, 11.396], [6.691, -2.191, 10.422], [6.061, -2.042, 9.075], [5.572, -1.925, 8.027], [3.875, -1.913, 10.657], [3.774, -2.499, 12.312], [4.670, -1.014, 11.962], [5.428, -3.834, 11.036], [6.193, -2.970, 12.364], [7.586, -2.810, 10.328], [6.997, -1.207, 10.783], [-3.451, 2.584, 0.378], [-4.666, 1.861, 0.952], [-4.779, 0.413, 0.469], [-4.913, 0.378, -1.019], [-5.016, 0.354, -2.176], [-3.508, 2.658, -0.710], [-3.393, 3.603, 0.771], [-2.525, 2.063, 0.642], [-5.569, 2.414, 0.679], [-4.603, 1.868, 2.044], [-5.654, -0.065, 0.915], [-3.895, -0.159, 0.760]], "orbital_gap_ev": 6.25, "total_charge": 1, "lumo_energy_ev": -4.7, "homo_energy_ha": -0.4016}